(w)
{"formula": "CHNO4", "method": "wB97M-V/def2-TZVPD", "total_charge": 0, "homo_lumo_gap_ev": [9.60, 8.73], "symbols": ["C", "N", "O", "O", "O", "O", "H"], "xyz": [[-1.4638, 0.1034, 0.6704], [1.1539, 1.1155, 0.2811], [-0.8445, 0.2090, 1.6612], [-2.1329, 0.0202, -0.2562], [0.9087, -0.9196, -1.0744], [0.7377, 0.7352, -0.7139], [1.6408, -1.2635, -0.5682]]}

(x)
{"formula": "CHNO4", "method": "wB97M-V/def2-TZVPD", "total_charge": 0, "homo_lumo_gap_ev": [8.43, 9.71], "symbols": ["C", "N", "O", "O", "O", "O", "H"], "xyz": [[1.1185, -0.2928, 0.0420], [-0.4483, -0.2329, 0.0481], [1.7260, -1.2806, -0.0588], [-1.0860, -1.2638, 0.0193], [-0.8217, 1.0302, -0.0504], [-2.0596, 1.2377, -0.0073], [1.5711, 0.8022, 0.0071]]}

Decreasing stability: (w), (x)

(w)
{"formula": "C4H4Cl2", "method": "wB97M-V/def2-TZVPD", "total_charge": 0, "homo_lumo_gap_ev": 11.15, "symbols": ["C", "C", "C", "C", "Cl", "Cl", "H", "H", "H", "H"], "xyz": [[-1.1581, -0.0024, 0.3701], [-0.1542, -0.0443, 1.2340], [-0.3123, -0.0802, -0.9010], [0.8550, -0.2408, 0.0620], [2.0170, -1.5749, -0.0979], [1.8436, 1.2930, -0.0547], [-2.2046, 0.2761, 0.1485], [0.0951, 0.2248, 2.2577], [-0.6449, -0.7730, -1.5938], [-0.3365, 0.9217, -1.4248]]}

(x)
{"formula": "C4H4Cl2", "method": "wB97M-V/def2-TZVPD", "total_charge": 0, "homo_lumo_gap_ev": [7.99, 6.86], "symbols": ["C", "C", "C", "C", "Cl", "Cl", "H", "H", "H", "H"], "xyz": [[0.9427, -0.4834, -0.5329], [-0.8941, 0.3776, 0.6410], [0.0519, -0.7922, 0.7450], [0.5913, 0.5210, 0.5201], [0.1677, -2.1358, 1.7444], [2.0023, 1.9264, 2.5132], [2.0474, -0.8046, -0.7957], [0.3208, -0.3512, -1.3932], [-1.7705, 0.4872, 0.0181], [-1.1374, 0.6326, 1.6521]]}

(y)
{"formula": "C4H4Cl2", "method": "wB97M-V/def2-TZVPD", "smiles": "ClC1=C(Cl)CC1", "total_charge": 0, "homo_lumo_gap_ev": 9.96, "symbols": ["Cl", "C", "C", "Cl", "C", "C", "H", "H", "H", "H"], "xyz": [[-0.7111, -1.0505, 3.3176], [-0.6762, -0.6295, 1.6811], [-1.6739, -0.3595, 0.7910], [-3.3756, -0.6604, 0.7576], [-0.7952, 0.0051, -0.2927], [0.3615, -0.1311, 0.6471], [-0.5784, -0.7316, -1.0240], [-0.8466, 0.9180, -0.7880], [0.9435, 0.7180, 0.9622], [0.8920, -1.0116, 0.2673]]}

(z)
{"formula": "C4H4Cl2", "method": "wB97M-V/def2-TZVPD", "smiles": "Cl/C=C/C=C/Cl", "total_charge": 0, "homo_lumo_gap_ev": 9.57, "symbols": ["Cl", "C", "C", "C", "C", "Cl", "H", "H", "H", "H"], "xyz": [[-0.2960, -2.7254, -1.6793], [0.1215, -1.2680, -0.8282], [-0.4460, -0.9418, 0.3574], [-0.1032, 0.2852, 1.0487], [0.0413, 1.4562, 0.4408], [0.4615, 2.9173, 1.2652], [0.8104, -0.6354, -1.3930], [-1.1656, -1.6508, 0.7888], [-0.0206, 0.2406, 2.1396], [-0.1183, 1.5943, -0.6075]]}

Decreasing stability: (z), (y), (w), (x)

(w)
{"formula": "C3H2ClNOS", "method": "wB97M-V/def2-TZVPD", "total_charge": 0, "homo_lumo_gap_ev": 8.95, "symbols": ["C", "C", "C", "N", "O", "S", "Cl", "H", "H"], "xyz": [[0.4260, 1.1558, 1.5140], [0.3485, 0.6452, 0.2428], [-1.0269, -1.2487, 0.7639], [-0.8663, 1.0280, -0.2011], [-0.5652, -2.3346, 0.4314], [-1.0856, 1.9444, 1.2943], [1.2275, -0.2395, -0.9705], [0.8691, 1.3979, 2.3410], [-1.1484, 1.5558, -1.0134]]}

(x)
{"formula": "C3H2ClNOS", "method": "wB97M-V/def2-TZVPD", "total_charge": 0, "homo_lumo_gap_ev": 6.96, "symbols": ["C", "C", "C", "N", "O", "S", "Cl", "H", "H"], "xyz": [[1.2193, -0.2182, 0.4488], [-0.9651, -0.3633, 0.3674], [0.9529, 1.0869, 0.0891], [-1.1512, -1.1291, -0.5642], [1.0665, 2.1454, 0.5979], [1.6632, -1.6310, -0.1082], [-1.4925, 0.7130, 1.3722], [0.5819, 0.8462, -1.0097], [-1.8750, -1.4499, -1.1934]]}

(y)
{"formula": "C3H2ClNOS", "method": "wB97M-V/def2-TZVPD", "total_charge": 0, "homo_lumo_gap_ev": [8.26, 8.49], "symbols": ["C", "C", "C", "N", "O", "S", "Cl", "H", "H"], "xyz": [[0.7847, -0.4692, 0.2095], [0.0311, -1.1678, -0.8290], [0.1882, 0.5787, 0.7814], [-1.1046, -0.8377, -1.2192], [-1.5069, 2.2364, -0.4238], [-1.5414, 0.9642, 0.2573], [0.8550, 1.5420, 2.0203], [1.7698, -0.8165, 0.4802], [0.5243, -2.0301, -1.2767]]}

Decreasing stability: (y), (w), (x)

(w)
{"formula": "C2H7N3", "method": "wB97M-V/def2-TZVPD", "smiles": "[H]/N=C(\\N)NC", "total_charge": 0, "homo_lumo_gap_ev": 9.42, "symbols": ["H", "N", "C", "N", "N", "C", "H", "H", "H", "H", "H", "H"], "xyz": [[1.6152, 1.7900, -0.0090], [0.6392, 1.5169, -0.0524], [0.6611, 0.1910, -0.1072], [1.8269, -0.5838, -0.0690], [-0.5201, -0.5541, -0.1032], [-1.7998, 0.1075, -0.0188], [2.6578, -0.0361, 0.1789], [1.8507, -1.5892, 0.1091], [-0.4838, -1.5774, -0.0224], [-1.8886, 0.5237, 1.0242], [-2.5974, -0.6518, -0.1648], [-1.9611, 0.8632, -0.7652]]}

(x)
{"formula": "C2H7N3", "method": "wB97M-V/def2-TZVPD", "smiles": "[H]/N=C(\\N)CN", "total_charge": 0, "homo_lumo_gap_ev": 9.41, "symbols": ["H", "N", "C", "N", "C", "N", "H", "H", "H", "H", "H", "H"], "xyz": [[-1.8489, -1.2958, 0.8243], [-1.0497, -1.1773, 0.1393], [-0.5008, -0.0910, 0.3584], [-0.8186, 0.7236, 1.3894], [0.8709, 0.2238, -0.3361], [0.9782, -0.5250, -1.5406], [-1.6930, 0.5572, 1.8648], [-0.7134, 1.7674, 1.2854], [1.7010, -0.0092, 0.3324], [0.8838, 1.2905, -0.5917], [1.9705, -0.5083, -1.7737], [0.2201, -0.9559, -1.9520]]}

Decreasing stability: (w), (x)

(w)
{"formula": "C2H7N3", "method": "wB97M-V/def2-TZVPD", "total_charge": 0, "homo_lumo_gap_ev": 9.40, "symbols": ["C", "C", "H", "H", "H", "H", "H", "H", "H", "N", "N", "N"], "xyz": [[-0.6973, 1.7458, -0.1412], [0.2417, -0.6381, -0.2072], [-0.2794, 1.7974, -1.4159], [-0.3292, 2.6438, 0.6022], [-1.9893, 1.6328, -0.1533], [0.3419, 0.7136, 1.4709], [1.4258, -2.4591, 0.2207], [0.0683, -1.9459, 1.6955], [0.3553, -1.6332, -1.7636], [0.1119, 0.5589, 0.4818], [0.4954, -1.7823, 0.6931], [0.2549, -0.6336, -1.4831]]}

(x)
{"formula": "C2H7N3", "method": "wB97M-V/def2-TZVPD", "total_charge": 0, "homo_lumo_gap_ev": 9.70, "symbols": ["C", "C", "N", "N", "N", "H", "H", "H", "H", "H", "H", "H"], "xyz": [[-1.3235, 0.5575, -0.0365], [1.7133, -0.3984, 0.1319], [-1.6796, -0.8417, 0.1361], [-0.3523, -0.7414, 0.6888], [0.5958, -1.0629, -0.1499], [-1.6085, -1.3205, -0.7681], [-1.2889, 0.8838, -1.0721], [-1.7850, 1.2259, 0.6776], [0.1848, 1.2680, -0.0664], [2.5750, -0.6191, -0.4864], [1.9059, -0.0155, 1.1339], [1.0630, 1.0643, -0.1890]]}

(y)
{"formula": "C2H7N3", "method": "wB97M-V/def2-TZVPD", "smiles": "[H]/N=C/NNC", "total_charge": 0, "homo_lumo_gap_ev": 9.07, "symbols": ["H", "N", "C", "N", "N", "C", "H", "H", "H", "H", "H", "H"], "xyz": [[-0.2010, -2.6373, -1.0598], [-0.2682, -1.6275, -0.9310], [-0.0671, -1.4074, 0.3469], [0.0931, -0.1170, 0.8130], [0.5118, 0.7786, -0.1461], [-0.1787, 2.0762, -0.1307], [-0.2382, -2.2339, 1.1363], [0.3901, 0.0956, 1.7504], [0.2139, 0.2556, -0.9709], [-0.3694, 2.4062, 0.8617], [-1.1460, 2.0883, -0.5982], [0.4686, 2.7732, -0.5682]]}

Decreasing stability: (y), (w), (x)

(w)
{"formula": "CH3ClO", "method": "wB97M-V/def2-TZVPD", "total_charge": 0, "homo_lumo_gap_ev": [10.71, 6.54], "symbols": ["C", "O", "Cl", "H", "H", "H"], "xyz": [[0.7297, -0.7643, -0.0215], [-1.4207, 0.8432, -0.4051], [1.9859, 0.2452, -0.4044], [0.6239, -1.1786, 0.9606], [-0.2286, -0.4572, -0.5051], [-1.6902, 1.3116, 0.3755]]}

(x)
{"formula": "CH3ClO", "method": "wB97M-V/def2-TZVPD", "total_charge": 0, "homo_lumo_gap_ev": [7.57, 7.30], "symbols": ["C", "O", "Cl", "H", "H", "H"], "xyz": [[-0.1609, -0.3191, 0.1152], [-0.4909, -1.5168, 0.4314], [-2.0639, -1.5362, 2.2061], [0.6956, -0.4235, -0.5089], [0.3096, 0.2864, 0.8490], [-0.9468, 0.2392, -0.1987]]}

Decreasing stability: (w), (x)